C7H16N5S2 | ωB97M-V/def2-TZVPD

- HOMO-LUMO gap: 9.1 eV
- Largest force on an atom: 5.39 eV/A
- DFT total energy: -36630.074 eV
- Energy above the lowest of the compared OMol25 structures with the same formula, charge and spin: 0.00 kJ/mol
- Lowest unoccupied orbital energy: -3.036 eV
- Total charge: +1

Last column: Löwdin charge in e.
Atoms and positions in Å:
C 1.544286 -3.474700 -0.419893  -0.521
C 1.194852 -0.803622 0.666727  -0.734
C -4.797756 0.482659 0.042810  -0.366
C 1.746883 0.529649 1.228243  -0.206
C 2.344105 1.558943 0.358447  -0.246
C 1.459786 2.286633 -0.579336  -0.287
C 1.017593 1.458930 -1.752416  -0.397
N 0.539937 -3.907889 0.115152  0.055
N 0.301266 -1.478680 1.308457  0.074
N -1.183640 0.617208 -0.332956  -0.242
N -4.036462 0.316993 -0.886585  0.108
N -5.321788 0.613980 1.086971  0.262
S 2.309033 -1.891407 -0.246063  0.995
S 0.056082 0.004023 -1.223936  0.975
H 2.035900 -3.929881 -1.156700  0.033
H 2.642895 0.246737 1.879051  0.152
H 0.981703 0.976847 1.991702  0.163
H 3.182795 1.127439 -0.145529  0.114
H 2.719147 2.357141 1.088616  0.160
H 0.474374 2.711420 -0.142164  0.144
H 1.857101 3.162001 -1.028512  0.107
H 0.327531 1.925203 -2.450586  0.077
H 1.994242 1.224774 -2.331512  0.137
H 0.300479 -4.876255 -0.095695  0.101
H 0.196420 -2.576548 1.390899  0.150
H -2.037648 0.371628 -0.695180  -0.056
H -4.457478 0.309793 -1.787940  0.074
H -0.425528 -0.941802 1.714874  0.096
H -5.916009 0.810685 1.748747  0.025
H -1.050099 0.788102 0.654301  0.053

Atomic forces in eV per Å
C 0.0 2.9 0.8
C 1.8 -0.2 -1.4
C -0.6 0.3 1.8
C -0.6 -1.2 2.7
C 0.4 2.5 1.1
C -3.6 0.8 -0.4
C 1.2 -0.6 -1.0
N -2.6 -1.2 2.3
N -1.5 -2.5 1.8
N 2.8 0.9 0.4
N 1.0 -0.3 -1.3
N 3.2 -1.3 -3.6
S 0.9 0.8 0.3
S 0.8 -0.5 0.2
H 2.4 -2.1 -2.9
H -1.4 -0.3 -0.4
H 1.0 -0.9 -1.5
H 0.8 -0.1 -0.5
H 0.0 -1.2 -1.0
H 1.6 -0.8 0.1
H 1.1 0.9 -0.1
H 0.2 0.5 0.0
H -1.8 -0.5 0.7
H 0.1 0.2 -0.3
H 0.3 2.5 -1.2
H -2.9 -0.4 -0.4
H -0.1 -0.1 -0.9
H -0.6 0.3 0.9
H -3.6 1.3 3.8
H -0.3 0.1 -0.3